Entry 1:
Molecular formula: C3H10N2OP
Method: DFT, ωB97M-V/def2-TZVPD

Bonds (Å) are listed after each position.
Geometry (Å):
1 C 2.445 -1.343 -0.262  N4 1.446, H8 1.091, H9 1.088, H10 1.089
2 C -2.893 -0.557 -0.791  N5 1.415, H11 1.095, H12 1.093, H13 1.093
3 C 0.327 1.996 0.632  P7 1.819, H14 1.088, H15 1.088, H16 1.094
4 N 1.773 -0.175 0.263  C1 1.446, P7 1.612, H17 1.016
5 N -1.773 -0.225 0.008  C2 1.415, O6 1.201
6 O -1.738 -0.535 1.168  N5 1.201
7 P 0.666 0.662 -0.557  C3 1.819, N4 1.612
8 H 2.236 -2.215 0.359  C1 1.091
9 H 2.104 -1.539 -1.276  C1 1.088
10 H 3.523 -1.187 -0.278  C1 1.089
11 H -3.370 0.388 -1.074  C2 1.095
12 H -3.612 -1.205 -0.284  C2 1.093
13 H -2.521 -0.992 -1.721  C2 1.093
14 H 0.241 1.617 1.648  C3 1.088
15 H -0.600 2.498 0.362  C3 1.088
16 H 1.126 2.742 0.599  C3 1.094
17 H 2.069 0.069 1.204  N4 1.016

Properties
net charge = +1
HOMO level = -0.501 hartree
orbital gap = 8.7 eV
LUMO level = -4.95 eV

=====

Entry 2:
Molecular formula: C3H10N2OP
Method: DFT, ωB97M-V/def2-TZVPD

Bonds (Å) are listed after each position.
Geometry (Å):
1 C 0.351 0.933 -2.376  N4 1.529, H8 1.076, H9 1.130, H10 1.108
2 C -0.869 0.904 2.096  N5 1.392, H11 1.157, H12 1.131, H13 1.104
3 C 0.736 -1.912 0.726  P7 1.770, H14 1.061, H15 1.046, H16 1.072
4 N 0.587 -0.338 -1.558  C1 1.529, P7 1.649, H17 1.016
5 N -0.811 0.570 0.745  C2 1.392, O6 1.254, P7 1.782
6 O -1.412 1.219 -0.144  N5 1.254
7 P 0.620 -0.264 0.089  C3 1.770, N4 1.649, N5 1.782
8 H 0.614 0.696 -3.393  C1 1.076
9 H -0.676 1.383 -2.237  C1 1.130
10 H 1.104 1.602 -1.915  C1 1.108
11 H -0.525 2.008 2.126  C2 1.157
12 H -0.132 0.234 2.631  C2 1.131
13 H -1.882 0.795 2.521  C2 1.104
14 H 0.590 -2.530 -0.123  C3 1.061
15 H -0.026 -2.114 1.414  C3 1.046
16 H 1.687 -2.027 1.208  C3 1.072
17 H 0.044 -1.158 -1.810  N4 1.016

Properties
net charge = +1
HOMO level (spin up / spin down) = -0.515 / -0.515 hartree
orbital gap (spin up / spin down) = 8.1 / 7.5 eV
SMILES string = CNP(C)[N+](C)=O
LUMO level (spin up / spin down) = -5.94 / -6.55 eV

=====

Entry 3:
Molecular formula: C3H10N2S
Method: DFT, ωB97M-V/def2-TZVPD

Bonds (Å) are listed after each position.
Geometry (Å):
1 N -1.269 -0.239 0.928  C2 1.463, H7 1.000, H8 1.013
2 C -0.075 -0.403 0.099  N1 1.463, C3 1.538, C5 1.534, H9 1.112
3 C 0.403 0.760 -0.787  C2 1.538, S4 1.829, H10 1.096, H11 1.092
4 S 0.397 2.371 0.077  C3 1.829, H12 1.386
5 C -0.094 -1.696 -0.728  C2 1.534, N6 1.509, H13 1.097, H14 1.096
6 N 0.086 -2.836 0.244  C5 1.509, H15 1.019, H16 1.019
7 H -1.134 -0.469 1.893  N1 1.000
8 H -1.921 -0.918 0.555  N1 1.013
9 H 0.727 -0.449 0.867  C2 1.112
10 H -0.201 0.870 -1.695  C3 1.096
11 H 1.453 0.685 -1.077  C3 1.092
12 H 0.687 1.780 1.297  S4 1.386
13 H -1.084 -1.814 -1.185  C5 1.097
14 H 0.710 -1.591 -1.465  C5 1.096
15 H 1.063 -2.680 0.488  N6 1.019
16 H 0.120 -3.690 -0.310  N6 1.019

Properties
HOMO level = -0.320 hartree
orbital gap = 9.6 eV
SMILES string = NC[C@H](N)CS
LUMO level = 0.90 eV

=====

Entry 4:
Molecular formula: C3H10N2S
Method: DFT, ωB97M-V/def2-TZVPD

Bonds (Å) are listed after each position.
Geometry (Å):
1 C -1.114 -1.638 0.851  C2 1.504, H4 1.096, H5 1.090, H6 1.103
2 C -2.175 -1.167 -0.106  C1 1.504, S3 1.897, H7 1.115, H8 1.102
3 S -2.490 0.700 -0.215  C2 1.897, H16 1.324
4 H -1.246 -2.711 1.027  C1 1.096
5 H -0.046 -1.442 0.749  C1 1.090
6 H -1.336 -1.104 1.790  C1 1.103
7 H -1.888 -1.571 -1.104  C2 1.115
8 H -3.183 -1.572 0.082  C2 1.102
9 N 1.346 1.615 -0.929  C10 1.409, H12 1.000, H13 1.003
10 C 2.530 1.092 -0.374  N9 1.409, N11 1.279, H14 1.075
11 N 3.605 0.908 -1.043  C10 1.279, H15 1.026
12 H 1.085 1.621 -1.895  N9 1.000
13 H 0.887 2.184 -0.242  N9 1.003
14 H 2.329 1.035 0.680  C10 1.075
15 H 4.335 1.101 -0.348  N11 1.026
16 H -2.639 0.949 1.077  S3 1.324

Properties
HOMO level = -0.326 hartree
orbital gap = 9.6 eV
SMILES string = [H]/N=C/N.CCS
LUMO level = 0.73 eV

=====

Entry 5:
Molecular formula: C3H10N2S
Method: DFT, ωB97M-V/def2-TZVPD

Bonds (Å) are listed after each position.
Geometry (Å):
1 C -0.249 -1.501 3.372  C3 1.341, H7 1.013, H8 1.148
2 C 1.216 1.918 -1.547  S6 1.798, H10 1.108, H11 1.057, H12 1.042
3 C -0.967 -1.938 2.327  C1 1.341, H13 1.047, H14 1.106
4 N -0.814 1.000 -2.647  S6 1.738, H9 1.014, H15 1.041
5 N 0.678 -0.289 -0.668  S6 1.539, H16 1.004
6 S 0.674 0.293 -2.092  C2 1.798, N4 1.738, N5 1.539
7 H -0.347 -1.888 4.303  C1 1.013
8 H 0.615 -0.777 3.156  C1 1.148
9 H -1.256 1.513 -1.892  N4 1.014
10 H 0.577 2.217 -0.692  C2 1.108
11 H 2.229 1.964 -1.248  C2 1.057
12 H 1.115 2.532 -2.383  C2 1.042
13 H -1.801 -2.569 2.284  C3 1.047
14 H -0.745 -1.440 1.365  C3 1.106
15 H -1.460 0.248 -2.963  N4 1.041
16 H 0.536 -1.283 -0.678  N5 1.004

Properties
HOMO level = -0.325 hartree
orbital gap = 9.6 eV
LUMO level = 0.76 eV

=====

Entry 6:
Molecular formula: C3H10N2S
Method: DFT, ωB97M-V/def2-TZVPD

Bonds (Å) are listed after each position.
Geometry (Å):
1 N -0.455 1.333 -0.494  C2 1.424, H7 1.011, H9 0.999
2 C -0.165 0.137 0.222  N1 1.424, C3 1.593, C5 1.507, H10 1.093
3 C -0.955 -1.130 -0.333  C2 1.593, S4 1.857, H11 1.091, H12 1.097
4 S -2.784 -0.899 -0.551  C3 1.857, H8 1.384
5 C 1.301 -0.210 0.191  C2 1.507, N6 1.515, H13 1.088, H14 1.096
6 N 2.065 0.839 0.974  C5 1.515, H15 1.016, H16 1.013
7 H -1.461 1.364 -0.578  N1 1.011
8 H -3.076 -1.541 0.639  S4 1.384
9 H 0.045 1.789 -1.229  N1 0.999
10 H -0.645 0.127 1.205  C2 1.093
11 H -0.877 -2.032 0.276  C3 1.091
12 H -0.641 -1.264 -1.375  C3 1.097
13 H 1.821 -1.116 0.498  C5 1.088
14 H 1.526 -0.171 -0.880  C5 1.096
15 H 1.434 1.635 1.001  N6 1.016
16 H 2.868 1.140 0.435  N6 1.013

Properties
HOMO level = -0.326 hartree
orbital gap = 9.8 eV
SMILES string = NC[C@@H](N)CS
LUMO level = 0.89 eV

=====

We obtain energy above the lowest of the compared OMol25 structures with the same formula, charge and spin values of 4.366; 5.172; 0.661; 1.326; 2.967; 1.028 eV for the records listed above, in that order.
We obtain E_tot values of -646.0703; -646.0407; -627.9703; -627.9459; -627.8856; -627.9569 a.u. for the records listed above, in that order.